{
  "formula": "C18H18ClN3O2",
  "method": "the ωB97M-V functional and the def2-TZVPD basis",
  "e_above_lowest_kj_mol": 0.0,
  "smiles": "O=C(Nc1cccc(Cl)c1)N1C[C@H]2C[C@@H](C1)c1cccc(=O)n1C2",
  "orbital_gap_ev": 8.57,
  "homo_ev": -8.00,
  "elements": ["O", "C", "N", "C", "C", "C", "C", "C", "Cl", "C", "N", "C", "C", "C", "C", "C", "C", "C", "C", "C", "C", "O", "N", "C", "H", "H", "H", "H", "H", "H", "H", "H", "H", "H", "H", "H", "H", "H", "H", "H", "H", "H"],
  "xyz": [[1.346, 0.485, -1.778], [0.687, 0.718, -0.785], [1.316, 1.086, 0.401], [0.998, 2.122, 1.271], [1.720, 2.245, 2.459], [1.429, 3.260, 3.348], [0.420, 4.172, 3.082], [-0.282, 4.052, 1.894], [-1.534, 5.185, 1.523], [-0.003, 3.048, 0.984], [-0.676, 0.617, -0.759], [-1.447, 0.345, 0.435], [-1.744, -1.157, 0.574], [-2.473, -1.668, -0.664], [-1.566, -1.395, -1.858], [-1.321, 0.127, -1.958], [-0.222, -2.052, -1.701], [0.506, -2.411, -2.799], [1.830, -2.856, -2.640], [2.386, -2.901, -1.404], [1.642, -2.548, -0.233], [2.069, -2.566, 0.914], [0.309, -2.164, -0.460], [-0.464, -1.962, 0.757], [2.289, 0.808, 0.409], [2.506, 1.537, 2.676], [1.993, 3.345, 4.265], [0.187, 4.963, 3.775], [-0.546, 2.994, 0.055], [-0.915, 0.691, 1.318], [-2.392, 0.897, 0.364], [-2.360, -1.294, 1.467], [-3.427, -1.154, -0.791], [-2.672, -2.738, -0.573], [-2.028, -1.736, -2.788], [-0.671, 0.350, -2.805], [-2.276, 0.648, -2.077], [0.075, -2.315, -3.781], [2.403, -3.135, -3.512], [3.408, -3.205, -1.244], [0.204, -1.484, 1.481], [-0.707, -2.955, 1.156]]
}

***

{
  "formula": "C18H18ClN3O3S2",
  "method": "the ωB97M-V functional and the def2-TZVPD basis",
  "e_above_lowest_kj_mol": 170.3,
  "smiles": "CN(C)CCCN(C(=O)c1ccc(Cl)s1)c1nc2cc3c(cc2s1)OCO3",
  "orbital_gap_ev": 8.16,
  "homo_ev": -7.92,
  "elements": ["C", "N", "C", "C", "C", "C", "N", "C", "O", "C", "C", "C", "C", "Cl", "S", "C", "N", "C", "C", "C", "C", "C", "C", "S", "O", "C", "O", "H", "H", "H", "H", "H", "H", "H", "H", "H", "H", "H", "H", "H", "H", "H", "H", "H", "H"],
  "xyz": [[-5.509, -1.589, -0.472], [-4.682, -2.301, -1.421], [-5.111, -3.669, -1.597], [-3.259, -2.141, -1.227], [-2.657, -2.695, 0.085], [-2.537, -1.656, 1.200], [-1.643, -0.560, 0.848], [-2.181, 0.699, 0.634], [-3.377, 0.867, 0.547], [-1.221, 1.811, 0.601], [-0.204, 2.092, 1.471], [0.431, 3.317, 1.204], [-0.120, 3.955, 0.131], [0.376, 5.448, -0.525], [-1.443, 3.077, -0.556], [-0.324, -0.841, 0.630], [0.439, -0.216, -0.185], [1.715, -0.686, -0.173], [2.757, -0.175, -0.956], [3.970, -0.793, -0.815], [4.174, -1.876, 0.057], [3.173, -2.394, 0.838], [1.935, -1.771, 0.704], [0.460, -2.164, 1.533], [5.478, -2.278, -0.020], [6.094, -1.429, -0.964], [5.147, -0.504, -1.449], [-5.126, -0.579, -0.345], [-6.522, -1.530, -0.871], [-5.560, -2.081, 0.513], [-4.484, -4.151, -2.344], [-6.140, -3.665, -1.957], [-5.080, -4.269, -0.672], [-3.041, -1.072, -1.301], [-2.771, -2.635, -2.072], [-1.666, -3.104, -0.122], [-3.275, -3.515, 0.453], [-3.506, -1.203, 1.413], [-2.152, -2.130, 2.110], [0.074, 1.449, 2.286], [1.254, 3.709, 1.772], [2.595, 0.653, -1.622], [3.334, -3.222, 1.506], [6.485, -2.031, -1.801], [6.927, -0.890, -0.486]]
}

***

{
  "formula": "C18H18CrN5O8",
  "method": "the ωB97M-V functional and the def2-TZVPD basis",
  "total_charge": -1,
  "s_squared": 6.011,
  "e_above_lowest_kj_mol": 26.8,
  "multiplicity": 5,
  "orbital_gap_ev": [6.73, 7.00],
  "homo_ev": [-4.86, -5.13],
  "elements": ["Cr", "C", "O", "C", "O", "N", "N", "H", "H", "H", "H", "H", "H", "O", "C", "O", "C", "C", "C", "N", "C", "C", "C", "O", "O", "H", "H", "H", "O", "C", "O", "C", "C", "C", "C", "C", "N", "H", "H", "H", "H", "C", "C", "C", "N", "H", "H", "H", "H", "H"],
  "xyz": [[0.030, -0.770, -0.235], [-0.095, -0.777, 4.925], [0.255, -1.506, 3.756], [1.067, -0.912, 2.836], [1.354, -1.498, 1.814], [1.513, 0.331, 3.114], [2.264, 1.046, 2.174], [-0.768, -1.418, 5.492], [-0.609, 0.156, 4.673], [0.783, -0.568, 5.540], [1.410, 0.770, 4.008], [2.939, 0.411, 1.764], [1.612, 1.291, 1.429], [1.240, -5.446, -5.348], [1.850, -4.370, -5.196], [2.749, -3.841, -5.869], [1.408, -3.556, -3.947], [0.401, -4.040, -3.119], [0.010, -3.301, -2.023], [0.566, -2.122, -1.719], [1.547, -1.647, -2.506], [1.989, -2.336, -3.620], [2.128, -0.301, -2.079], [3.053, 0.180, -2.705], [1.553, 0.213, -1.040], [-0.051, -4.991, -3.363], [-0.773, -3.642, -1.354], [2.778, -1.928, -4.235], [-1.878, 2.360, 1.682], [-1.446, 1.537, 0.885], [-0.529, 0.671, 1.103], [-1.975, 1.579, -0.550], [-2.770, 2.630, -0.983], [-3.205, 2.631, -2.297], [-2.842, 1.580, -3.130], [-2.057, 0.567, -2.608], [-1.632, 0.567, -1.347], [-3.017, 3.413, -0.281], [-3.817, 3.441, -2.673], [-3.152, 1.546, -4.165], [-1.742, -0.272, -3.220], [-3.235, -2.014, 3.657], [-2.445, -3.084, 2.902], [-1.855, -2.533, 1.687], [-1.361, -2.048, 0.776], [-3.619, -2.429, 4.588], [-4.074, -1.655, 3.065], [-2.600, -1.160, 3.885], [-3.077, -3.930, 2.631], [-1.617, -3.465, 3.502]]
}

***

{
  "formula": "C18H18F2N2O5S",
  "method": "the ωB97M-V functional and the def2-TZVPD basis",
  "smiles": "O=C(Nc1ccccc1OC(F)F)c1ccc(S(=O)(=O)N2CCOCC2)cc1",
  "orbital_gap_ev": 9.15,
  "homo_ev": -8.99,
  "elements": ["O", "C", "N", "C", "C", "C", "C", "C", "C", "O", "C", "F", "F", "C", "C", "C", "C", "S", "O", "O", "N", "C", "C", "O", "C", "C", "C", "C", "H", "H", "H", "H", "H", "H", "H", "H", "H", "H", "H", "H", "H", "H", "H", "H", "H", "H"],
  "xyz": [[-2.810, 3.549, -0.245], [-2.747, 2.361, -0.018], [-3.852, 1.683, 0.418], [-4.048, 0.311, 0.611], [-4.756, -0.123, 1.727], [-4.962, -1.471, 1.959], [-4.452, -2.405, 1.077], [-3.768, -1.994, -0.057], [-3.590, -0.644, -0.309], [-2.983, -0.140, -1.451], [-2.535, -0.984, -2.404], [-1.460, -1.697, -1.988], [-2.118, -0.233, -3.429], [-1.480, 1.582, -0.133], [-1.072, 0.710, 0.874], [0.112, 0.008, 0.735], [0.871, 0.178, -0.406], [2.404, -0.735, -0.536], [2.214, -2.068, -0.048], [2.943, -0.557, -1.856], [3.294, 0.096, 0.628], [3.863, 1.345, 0.161], [5.194, 1.111, -0.561], [6.090, 0.384, 0.253], [5.547, -0.869, 0.609], [4.242, -0.697, 1.388], [0.491, 1.055, -1.403], [-0.684, 1.772, -1.259], [-4.639, 2.282, 0.638], [-5.135, 0.613, 2.420], [-5.509, -1.788, 2.832], [-4.586, -3.459, 1.259], [-3.376, -2.736, -0.734], [-3.287, -1.705, -2.782], [-1.671, 0.586, 1.763], [0.452, -0.685, 1.487], [3.142, 1.812, -0.511], [4.016, 1.988, 1.034], [5.687, 2.060, -0.782], [5.001, 0.564, -1.493], [6.305, -1.367, 1.217], [5.346, -1.464, -0.294], [3.776, -1.663, 1.578], [4.431, -0.178, 2.334], [1.110, 1.150, -2.282], [-1.010, 2.462, -2.022]]
}